13
Properties=species:S:1:pos:R:3:nbo_charge:R:1 method="wB97M-V/def2-TZVPD" orbital_gap_ev=8.842 e_tot_ev=-19169.396 spin_multiplicity=1 fmax_ha_per_bohr=0.18218 e_homo_ev=-9.315
C -1.165 -1.155 0.962 -0.76
C 0.482 0.506 -0.673 -0.60
C 1.882 0.200 -0.099 0.42
C -0.507 1.512 -0.232 0.41
H -2.514 -1.372 0.669 0.20
H -0.831 -2.317 1.426 0.27
H -1.174 -0.255 1.606 0.26
H 0.429 0.761 -1.743 0.26
H 3.151 0.913 -0.614 0.18
H -1.053 2.115 -1.006 0.14
O 1.846 -0.843 0.789 -0.52
O -0.754 1.804 0.904 -0.54
S -0.681 -0.869 -0.852 0.29

---

14
Properties=species:S:1:pos:R:3:nbo_charge:R:1 method="wB97M-V/def2-TZVPD" orbital_gap_ev="7.612 / 7.614" e_tot_ev=-30006.473 spin_multiplicity=1 fmax_ha_per_bohr=0.07263 e_homo_ev="-8.449 / -8.450"
C 1.678 1.656 -0.090 -0.31
C 1.397 0.962 0.960 -0.47
C -1.591 -0.430 0.144 -0.17
C -1.756 -1.015 -1.191 -0.75
O 0.881 -1.302 2.215 -0.90
O 1.387 -1.370 -0.280 -0.94
S -2.585 0.377 1.071 0.17
S 0.756 -0.713 0.889 1.90
H 2.090 2.669 -0.222 0.23
H 1.402 1.190 -1.075 0.21
H 1.312 1.279 1.953 0.23
H -2.593 -0.627 -1.692 0.24
H -1.562 -2.120 -1.128 0.27
H -0.816 -0.555 -1.555 0.27

---

13
Properties=species:S:1:pos:R:3:mulliken_spin:R:1 method="wB97M-V/def2-TZVPD" orbital_gap_ev="6.048 / 6.351" e_tot_ev=-26240.385 spin_multiplicity=7 fmax_ha_per_bohr=0.07122 e_homo_ev="-6.732 / -7.107"
O -1.512 1.890 -1.526 0.00
C -1.255 0.537 -1.208 0.00
H -1.225 2.029 -2.444 0.00
H -0.797 0.067 -2.100 0.00
C -0.438 0.298 0.128 -0.03
C 0.410 -0.750 0.167 0.01
C 1.435 -0.978 1.264 -0.01
O 1.395 -0.049 2.290 -0.03
Sm -0.017 1.496 2.368 6.07
H 0.444 -1.515 -0.632 0.00
H -2.167 -0.005 -0.730 0.00
H 2.439 -1.005 0.778 0.00
H 1.288 -2.016 1.644 0.00

---

14
Properties=species:S:1:pos:R:3:nbo_charge:R:1 method="wB97M-V/def2-TZVPD" orbital_gap_ev="6.979 / 7.505" e_tot_ev=-21215.796 spin_multiplicity=3 fmax_ha_per_bohr=0.20840 e_homo_ev="-6.247 / -10.452"
C 0.274 -0.163 1.605 -0.16
C -0.252 -1.170 0.889 -0.14
C 0.829 1.064 0.839 -0.71
C -0.389 -0.932 -0.849 -0.16
O 1.229 1.074 -1.855 -0.92
O -0.984 1.507 -0.957 -0.98
O -1.548 -1.094 -1.535 -0.69
S 0.240 0.777 -0.841 2.11
H 0.191 -0.208 2.720 0.20
H -0.733 -2.031 1.320 0.19
H 0.594 2.070 1.302 0.29
H 1.876 1.039 0.644 0.25
H 0.460 -1.639 -1.222 0.21
H -1.787 -0.292 -2.061 0.51

---

14
Properties=species:S:1:pos:R:3:nbo_charge:R:1 method="wB97M-V/def2-TZVPD" charge=-1 orbital_gap_ev="6.898 / 3.257" e_tot_ev=-12434.615 spin_multiplicity=2 fmax_ha_per_bohr=0.04553 e_homo_ev="-3.805 / -3.805"
C 1.490 -0.787 -0.527 -0.77
C 2.927 -0.542 -0.173 0.74
O 3.644 0.403 -0.577 -0.42
O 3.388 -1.113 0.838 -0.36
H 1.126 -1.671 0.005 0.26
H 1.163 -0.702 -1.578 0.25
H 0.882 -0.063 0.033 0.29
C -2.018 1.659 0.081 -0.74
C -2.931 0.409 0.134 0.75
O -4.047 0.363 -0.415 -0.77
O -2.341 -0.603 0.635 -0.83
H -1.123 1.221 -0.377 0.20
H -1.852 2.084 1.044 0.20
H -2.392 2.306 -0.713 0.19

---

14
Properties=species:S:1:pos:R:3:nbo_charge:R:1 method="wB97M-V/def2-TZVPD" smiles="CC(O)=C=O.O=CO" orbital_gap_ev=8.603 e_tot_ev=-12432.695 spin_multiplicity=1 fmax_ha_per_bohr=0.06055 e_homo_ev=-8.635
C -0.460 -0.358 -0.529 -0.04
C -1.467 0.738 -0.334 -0.63
C 1.475 -0.092 0.540 0.60
C -0.655 -1.601 0.048 0.75
O 0.133 -0.410 -1.781 -0.69
O 1.146 0.271 1.820 -0.71
O 2.125 0.653 -0.199 -0.67
O -1.038 -2.507 0.662 -0.40
H 0.770 0.336 -1.812 0.50
H 1.538 1.151 1.957 0.49
H 1.575 -1.251 0.505 0.11
H -2.353 0.574 -0.951 0.22
H -1.023 1.688 -0.640 0.23
H -1.764 0.808 0.715 0.23

---

14
Properties=species:S:1:pos:R:3:nbo_charge:R:1 method="wB97M-V/def2-TZVPD" smiles="O=C(O)[C@@H]1O[C@H]1CO" orbital_gap_ev=10.910 e_tot_ev=-12432.527 spin_multiplicity=1 fmax_ha_per_bohr=0.10543 e_homo_ev=-10.321
C -1.033 0.615 -1.926 -0.12
C -0.562 -0.297 -0.938 0.03
C 0.137 0.059 0.279 -0.05
C 1.172 -0.662 0.918 0.74
H -1.737 1.566 -0.382 0.47
H -2.033 0.357 -2.321 0.19
H -0.411 0.793 -2.800 0.21
H -0.850 -1.315 -1.404 0.23
H 0.433 1.041 0.447 0.20
H 2.215 -0.555 2.395 0.50
O -1.296 1.945 -1.194 -0.74
O -1.200 -0.215 0.386 -0.47
O 1.607 0.065 1.901 -0.64
O 1.401 -1.817 0.665 -0.57

---

14
Properties=species:S:1:pos:R:3:nbo_charge:R:1 method="wB97M-V/def2-TZVPD" smiles=C1O[C@H]2OCO[C@H]2O1 orbital_gap_ev=10.735 e_tot_ev=-12430.444 spin_multiplicity=1 fmax_ha_per_bohr=0.13184 e_homo_ev=-9.844
C -1.383 -0.271 -0.652 0.17
C 0.211 -0.827 0.746 0.30
C 1.409 0.390 -0.520 0.16
C -0.357 0.721 1.003 0.30
H -0.554 0.472 -1.374 0.16
H -2.337 -0.518 -1.272 0.21
H 0.158 -1.563 1.594 0.18
H 2.472 0.859 -0.816 0.20
H 1.124 -0.085 -1.414 0.17
H -0.432 0.815 2.021 0.21
O -0.577 -1.326 -0.301 -0.53
O 1.538 -0.696 0.568 -0.49
O 0.421 1.455 -0.141 -0.53
O -1.695 0.574 0.557 -0.52

---

16
Properties=species:S:1:pos:R:3:nbo_charge:R:1 method="wB97M-V/def2-TZVPD" smiles="C[C@H]1C=[S@](=S)(OO)OC1=O" orbital_gap_ev=9.097 e_tot_ev=-34098.596 spin_multiplicity=1 fmax_ha_per_bohr=0.08454 e_homo_ev=-8.840
C 0.218 -0.997 -1.156 0.80
C 0.806 0.125 -0.153 -0.36
C -0.288 1.130 0.176 -0.67
C 2.058 0.997 -0.592 -0.60
O 0.804 -1.895 -1.630 -0.51
O -1.132 -0.888 -1.163 -0.67
O -1.325 -1.544 1.701 -0.45
O -2.401 -0.861 1.045 -0.44
S -3.162 1.262 -0.575 -0.28
S -1.684 0.188 -0.096 1.56
H 1.158 -0.660 0.704 0.23
H -0.293 1.442 1.171 0.23
H 2.356 0.978 -1.610 0.22
H 2.813 0.653 0.047 0.21
H 1.988 1.994 -0.279 0.22
H -1.916 -1.923 2.409 0.49

---

12
Properties=species:S:1:pos:R:3:nbo_charge:R:1 method="wB97M-V/def2-TZVPD" orbital_gap_ev="7.749 / 7.750" e_tot_ev=-17122.346 spin_multiplicity=1 fmax_ha_per_bohr=0.08113 e_homo_ev="-7.746 / -7.724"
C 0.599 -0.777 0.195 0.31
C 1.854 -1.119 -0.082 -0.58
C -0.094 1.760 0.733 -0.62
C -1.521 -0.502 -0.610 -0.07
O -0.624 -1.203 -0.006 -0.44
S -1.627 1.162 0.773 0.10
H 2.066 -2.094 -0.654 0.22
H 2.604 -0.436 0.394 0.25
H 0.436 1.869 1.678 0.23
H 0.124 2.254 -0.208 0.20
H -1.262 -0.034 -1.610 0.19
H -2.555 -0.881 -0.604 0.21

---

12
Properties=species:S:1:pos:R:3:nbo_charge:R:1 method="wB97M-V/def2-TZVPD" smiles="CO/C=C/C=S" orbital_gap_ev=8.265 e_tot_ev=-17126.160 spin_multiplicity=1 fmax_ha_per_bohr=0.06421 e_homo_ev=-8.497
C 0.721 -1.463 1.653 -0.25
C 0.009 0.073 -0.011 0.23
C 0.118 1.077 -0.912 -0.36
C -1.031 1.448 -1.745 -0.30
H 0.362 -2.358 1.103 0.17
H -0.079 -1.276 2.333 0.18
H 1.700 -1.672 2.095 0.21
H -0.884 -0.484 0.083 0.16
H 1.063 1.589 -1.000 0.23
H -1.932 0.822 -1.624 0.19
O 0.991 -0.389 0.832 -0.49
S -1.036 2.633 -2.808 0.03

---

12
Properties=species:S:1:pos:R:3:nbo_charge:R:1 method="wB97M-V/def2-TZVPD" orbital_gap_ev="5.106 / 6.638" e_tot_ev=-17120.790 spin_multiplicity=3 fmax_ha_per_bohr=0.14356 e_homo_ev="-4.572 / -9.627"
C 0.759 -0.604 -0.936 -0.59
C -0.172 -0.043 -0.214 -0.17
C 0.593 0.453 1.061 -0.43
C -1.657 -0.080 -0.192 -0.63
O 2.998 0.849 -0.535 -0.72
S 2.198 -0.237 0.030 1.22
H 0.763 -1.189 -1.938 0.25
H 0.481 1.472 1.260 0.22
H 0.252 -0.231 1.911 0.22
H -2.193 0.779 -0.678 0.22
H -1.900 -0.147 0.932 0.20
H -2.122 -1.022 -0.702 0.22